No. 1
{
  "formula": "C5H6F4O",
  "method": "wB97M-V/def2-TZVPD",
  "species": ["C", "C", "C", "C", "C", "O", "F", "F", "F", "F", "H", "H", "H", "H", "H", "H"],
  "positions_angstrom": [[2.718, 0.839, 0.417], [2.561, -0.548, 0.344], [-2.286, 0.714, -0.298], [0.119, 1.523, -0.645], [-0.799, 0.497, 0.041], [3.342, 1.800, 0.467], [-0.166, 1.588, -2.010], [-0.144, 2.781, -0.261], [-0.456, 0.342, 1.350], [-0.571, -0.693, -0.589], [3.322, -1.072, 0.757], [1.489, -0.825, 0.707], [2.566, -0.940, -0.789], [-2.873, -0.196, 0.209], [-2.417, 0.699, -1.354], [-2.645, 1.753, 0.022]],
  "e_lumo_ev": [-0.37, 0.14],
  "e_tot_ev": -18195.428
}

***

No. 2
{
  "formula": "C6H10FN",
  "method": "wB97M-V/def2-TZVPD",
  "species": ["C", "C", "C", "C", "C", "C", "H", "H", "H", "H", "H", "H", "H", "H", "H", "H", "N", "F"],
  "positions_angstrom": [[0.509, -2.169, 0.343], [-0.470, -1.026, 0.097], [-1.769, -1.222, -0.167], [0.069, 0.355, 0.251], [-0.595, 1.672, -0.145], [0.868, 2.106, -0.370], [1.298, -2.073, -0.393], [0.056, -3.168, 0.211], [0.988, -2.085, 1.283], [-2.564, -0.530, -0.355], [0.387, 0.470, 1.270], [-1.194, 2.232, 0.601], [-1.161, 1.523, -1.024], [1.266, 2.452, 0.575], [1.143, 2.831, -1.151], [2.161, 0.441, -0.203], [1.258, 0.677, -0.604], [-2.249, -2.486, -0.219]],
  "e_lumo_ev": 0.97,
  "e_tot_ev": -10589.952
}

***

No. 3
{
  "formula": "C21H44N3O9",
  "method": "wB97M-V/def2-TZVPD",
  "species": ["C", "C", "O", "C", "C", "N", "C", "C", "C", "C", "O", "O", "C", "N", "N", "H", "H", "H", "H", "H", "H", "H", "H", "H", "H", "H", "H", "H", "H", "H", "H", "H", "H", "H", "H", "O", "C", "O", "C", "C", "C", "H", "H", "H", "H", "H", "H", "H", "H", "O", "C", "O", "C", "C", "C", "H", "H", "H", "H", "H", "H", "H", "H", "O", "C", "O", "C", "C", "C", "H", "H", "H", "H", "H", "H", "H", "H"],
  "positions_angstrom": [[-3.506, -2.106, -1.446], [-2.034, -1.721, -1.591], [-1.102, -2.709, -1.146], [-1.331, -3.224, 0.137], [-1.328, -2.197, 1.277], [-0.405, -1.072, 1.046], [-0.421, -0.124, 2.191], [0.371, 1.122, 1.899], [-0.256, 2.002, 0.803], [0.796, 2.580, -0.113], [1.093, 3.768, -0.146], [1.408, 1.630, -0.918], [0.872, -1.537, 0.732], [1.389, -1.337, -0.527], [1.620, -2.144, 1.601], [-4.043, -1.759, -2.318], [-3.651, -3.172, -1.343], [-3.950, -1.586, -0.603], [-1.829, -0.763, -1.120], [-1.820, -1.588, -2.644], [-0.518, -3.923, 0.324], [-2.239, -3.817, 0.201], [-1.028, -2.734, 2.183], [-2.326, -1.829, 1.471], [-1.460, 0.101, 2.398], [-0.051, -0.627, 3.091], [0.448, 1.714, 2.802], [1.396, 0.864, 1.635], [-1.013, 1.476, 0.228], [-0.737, 2.856, 1.259], [2.286, 1.414, -0.588], [1.163, -2.122, -1.143], [0.874, -0.550, -0.920], [2.516, -2.500, 1.309], [1.323, -2.208, 2.562], [-0.552, 2.005, 6.151], [-0.436, 3.184, 5.956], [-1.358, 3.806, 5.201], [-1.398, 5.228, 5.030], [-0.483, 5.693, 3.916], [0.762, 3.958, 6.458], [-1.192, 5.734, 5.973], [-2.433, 5.448, 4.776], [0.562, 5.472, 4.133], [-0.582, 6.767, 3.767], [-0.739, 5.189, 2.983], [1.584, 3.825, 5.756], [1.051, 3.545, 7.420], [0.582, 5.021, 6.597], [6.484, 3.106, -2.186], [5.580, 3.722, -2.671], [4.454, 3.884, -1.947], [3.355, 4.705, -2.357], [2.409, 3.949, -3.264], [5.640, 4.254, -4.083], [3.701, 5.635, -2.812], [2.846, 4.974, -1.437], [2.892, 3.653, -4.196], [1.541, 4.561, -3.508], [2.070, 3.042, -2.773], [5.363, 3.454, -4.768], [6.665, 4.551, -4.288], [5.002, 5.115, -4.266], [-5.211, -6.456, -3.717], [-4.115, -6.798, -3.388], [-3.464, -6.055, -2.461], [-2.224, -6.438, -1.874], [-1.043, -6.007, -2.721], [-3.415, -7.978, -4.019], [-2.203, -7.505, -1.650], [-2.199, -5.917, -0.917], [-1.045, -6.501, -3.692], [-0.104, -6.246, -2.218], [-1.083, -4.932, -2.899], [-2.951, -7.651, -4.949], [-4.165, -8.730, -4.249], [-2.660, -8.444, -3.389]],
  "e_lumo_ev": -4.03,
  "e_tot_ev": -45381.676,
  "charge": 1
}